1.
Entry from OMol25: C27H31InNOP2 as an isolated structure (ωB97M-V with the def2-TZVPD basis set).

Gap between HOMO and LUMO (alpha / beta)   5.059 / 6.305 eV
HOMO energy (alpha / beta)   -10.1 / -10.1 eV
ΔE to the lowest compared entry with this formula, charge and spin   14.02 kcal/mol
E   -2049.9162 hartree
Max |F|   3.40 eV/A

```
! RIJCOSX wB97M-V def2-TZVPD def2/J DEFGRID3
* xyz 1 1
In 2.1160 -0.6453 0.3896
P 0.4103 -1.6641 -1.5622
P 0.2568 1.6854 -1.7848
O 4.6884 1.1110 -1.5064
N -2.6230 0.0266 -1.2834
C 2.7687 0.9973 4.0136
C 0.7288 -3.3132 -0.8136
C 1.5164 -1.8143 -3.0127
C 3.0227 -1.3414 3.3175
C 0.7318 3.3749 -1.2483
C -2.7421 3.6099 -0.8198
C -2.9081 1.1955 -0.7151
C 1.1905 1.6914 -3.3675
C 4.8996 -0.1281 4.2437
C -1.4295 2.1529 -2.4831
C -3.4078 -2.4746 1.2598
C -3.1339 -3.6171 0.5084
C -2.8502 -1.1480 -0.7003
C -3.4224 -1.2071 0.6248
C -3.4523 1.2401 0.6246
C 2.1920 -0.1916 3.4632
C 0.8923 -0.1858 2.8599
C -3.1906 3.6494 0.5171
C -2.3108 -2.3169 -1.3212
C -2.4293 2.3748 -1.3742
C -1.2494 -2.0822 -2.3657
C -3.7863 0.0127 1.2187
C -3.4512 2.5071 1.2671
C 4.1027 1.0124 4.3825
C 3.7434 0.8189 -0.9336
C -2.6520 -3.5638 -0.8118
C 4.3606 -1.2846 3.6834
H 0.0321 -3.5014 0.0102
H 0.7283 1.0103 -4.0924
H 1.5563 -2.8636 -3.3388
H 0.3389 -1.1324 2.7985
H 0.2946 0.7311 2.8782
H -2.4967 4.5344 -1.3559
H 4.9793 -2.1668 3.5446
H 5.9363 -0.1121 4.5521
H -1.5241 -1.2122 -2.9878
H -1.1324 -2.9794 -2.9905
H 1.1770 -1.1773 -3.8396
H -1.3322 3.0634 -3.0831
H 1.1433 0.6219 0.6005
H 1.7518 -3.3392 -0.4158
H 2.5263 -1.4940 -2.7230
H -2.4016 -4.4759 -1.3654
H 2.2184 1.3590 -3.1749
H -3.2225 -4.5861 0.9885
H 0.0711 3.7159 -0.4422
H 0.6224 -4.0881 -1.5828
H -4.4666 0.0030 2.0686
H 2.5804 -2.2661 2.9255
H -3.6099 -2.5175 2.3408
H -1.7417 1.3016 -3.1097
H 1.2206 2.7082 -3.7819
H 0.6737 4.0689 -2.0993
H 4.5247 1.9166 4.8088
H 1.7611 3.3438 -0.8722
H -3.2720 4.6153 1.0041
H -3.6514 2.5508 2.3476
H 2.1320 1.8858 4.1168
*
```

***

2.
Entry from OMol25: C27H31LaNOP2 as an isolated structure (ωB97M-V with the def2-TZVPD basis set).

Gap between HOMO and LUMO   4.384 eV
HOMO energy   -9.1 eV
ΔE to the lowest compared entry with this formula, charge and spin   36.74 kcal/mol
E   -1891.4711 hartree
Max |F|   4.38 eV/A

```
! RIJCOSX wB97M-V def2-TZVPD def2/J DEFGRID3
* xyz 1 1
La -0.4782 0.2623 0.4175
P 2.1731 -0.2309 1.2997
P -0.5688 -2.1393 -1.4960
O -0.4250 2.9215 1.9015
N 0.6547 0.9646 -1.4896
C -0.0999 3.4260 -2.4426
C 1.7331 4.4933 -1.1512
C 1.0255 3.3559 -1.6171
C -2.7543 -2.8170 5.2004
C -2.2879 -2.3656 -2.1115
C 3.1952 0.5638 -0.0060
C 2.5862 0.7955 2.7356
C -1.2410 -1.7261 1.9096
C -0.3445 -0.1542 -3.4459
C 0.0092 -3.8801 -1.4818
C -1.9849 -2.8051 4.0409
C 3.0109 -1.8111 1.5875
C -0.7596 2.9999 0.7486
C -2.9180 -0.6350 3.4407
C -1.3692 2.3292 -4.2871
C -1.6741 1.1719 -4.9907
C 0.2026 -1.5123 -3.0599
C -3.6606 -0.6422 4.6194
C -0.5285 2.2861 -3.1368
C 3.2997 3.0813 0.0137
C 1.4611 2.0667 -1.1871
C -0.0785 1.0114 -2.6798
C 2.8426 4.3564 -0.3413
C -2.0294 -1.7061 3.1435
C -3.5886 -1.7259 5.5044
C -1.1432 -0.0539 -4.5854
C 2.6452 1.9274 -0.4163
H -1.8605 -1.9492 1.0154
H -2.9321 -2.6638 -1.2727
H -2.3162 -3.1366 -2.8960
H -0.2727 -4.4165 -2.3984
H -1.3311 -0.9625 -5.1669
H 3.2438 -0.1013 -0.8807
H 1.2867 -1.4807 -2.8832
H -2.7100 -3.6779 5.8753
H 1.0998 -3.8933 -1.3748
H -0.4209 -4.3847 -0.6081
H 2.9535 -2.4167 0.6720
H 2.0439 0.3910 3.5984
H -1.3493 -3.6582 3.7848
H 4.2032 2.9677 0.6207
H 3.3845 5.2388 0.0163
H -2.6622 -1.4147 -2.5124
H -0.5506 4.3895 -2.6687
H -1.7119 3.3099 -4.6207
H -3.0121 0.1838 2.7207
H -4.3122 0.2046 4.8446
H 2.2537 1.8261 2.5715
H -0.0322 -2.2507 -3.8443
H 4.0598 -1.6619 1.8787
H -0.8615 4.0056 0.1635
H 4.2099 0.6880 0.4040
H 2.4625 -2.3304 2.3854
H 3.6658 0.7766 2.9237
H -2.3202 1.2078 -5.8723
H -4.1793 -1.7265 6.4265
H 1.3890 5.4708 -1.5024
H -0.3258 -2.3433 1.9633
*
```

***

3.
Entry from OMol25: a 2-piece molecular cluster, C27H31N2O overall (ωB97M-V with the def2-TZVPD basis set).

Gap between HOMO and LUMO   6.122 eV
HOMO energy   -10.9 eV
ΔE to the lowest compared entry with this formula, charge and spin   45.08 kcal/mol
E   -1231.9048 hartree
Max |F|   3.28 eV/A

```
! RIJCOSX wB97M-V def2-TZVPD def2/J DEFGRID3
* xyz 1 1
O 0.7766 -5.3145 -0.4693
N 1.4727 1.9760 0.1239
N -0.3412 -2.8462 -0.0312
C -2.7138 -0.3948 -0.4514
C 5.7935 -0.1661 -0.5613
C 4.9261 0.9061 -0.7791
C 3.5607 0.1884 1.0879
C -2.7221 4.2330 0.8967
C -1.6766 4.5215 -1.2710
C -3.6329 -0.5920 -1.5072
C -0.4215 3.5612 0.5612
C 2.8760 2.2366 -0.2469
C -0.4771 4.0150 -0.7591
C -5.4844 -0.5807 0.0631
C -1.1961 -3.8948 -0.5183
C -1.5246 3.7247 1.4063
C -2.8033 4.6196 -0.4461
C 0.8183 0.9244 -0.3865
C 3.7977 1.0719 0.0297
C 4.4185 -0.8997 1.2940
C 5.5399 -1.0756 0.4735
C -4.5899 -0.3041 1.1039
C -1.2622 -0.3741 -0.6766
C -5.0004 -0.6926 -1.2484
C -3.2228 -0.1917 0.8490
C 1.5451 -4.3495 0.2386
C 0.8244 2.8922 1.0876
C -0.6108 -5.2588 -0.1620
C 1.0962 -2.9297 -0.0978
C -0.4309 0.4926 0.0612
H -2.1645 -3.7788 -0.0146
H -3.2538 -0.6493 -2.5316
H -0.7851 -5.4346 0.9194
H -4.9481 -0.1951 2.1283
H -2.5278 0.0323 1.6604
H 2.9206 2.4825 -1.3216
H -6.5447 -0.7187 0.2755
H -1.0502 -6.0494 -0.7836
H -1.3553 -3.8300 -1.6120
H -5.6987 -0.8773 -2.0679
H -1.7170 4.8396 -2.3136
H 0.5907 2.3310 2.0070
H 4.2075 -1.5988 2.1051
H 2.5741 -4.5307 -0.1005
H -0.8011 0.8883 1.0136
H 0.4111 3.9324 -1.3914
H 6.6679 -0.2906 -1.2012
H -0.9024 -0.7483 -1.6418
H 1.4428 -4.4921 1.3352
H 2.6990 0.3426 1.7442
H 6.2177 -1.9148 0.6449
H 5.1019 1.6241 -1.5852
H 1.5784 3.6461 1.3553
H -1.4408 3.4191 2.4537
H 3.1927 3.1310 0.3055
H 1.3144 0.3908 -1.2100
H 1.4871 -2.6409 -1.0936
H 1.5106 -2.2361 0.6468
H -0.7333 -1.9130 -0.0952
H -3.5880 4.3305 1.5537
H -3.7406 5.0101 -0.8490
*
```

***

4.
Entry from OMol25: C27H31N5OW as an isolated structure (ωB97M-V with the def2-TZVPD basis set).

Gap between HOMO and LUMO (alpha / beta)   7.747 / 7.097 eV
HOMO energy (alpha / beta)   -14.5 / -14.8 eV
E   -1463.0926 hartree
Max |F|   0.59 eV/A

```
! RIJCOSX wB97M-V def2-TZVPD def2/J DEFGRID3
* xyz 2 3
W -0.1813 -0.3012 0.4847
O 1.7288 0.1129 -0.4005
N -0.0140 -2.2361 -0.5015
N 3.8275 0.0344 -1.1859
N 5.4447 -2.7125 0.6068
N 1.1190 -1.1991 1.8822
N -0.5542 0.0872 -1.6269
C -2.3035 0.8935 -6.2286
C 4.4745 -2.0969 0.6543
C -0.5226 1.1816 2.2586
C 0.7206 -4.5018 -0.5134
C 1.5632 -5.5367 -4.0583
C -2.1541 0.9053 0.6795
C 3.2630 -1.3681 0.6694
C 0.2496 -2.1658 -1.8225
C 3.3429 -5.3149 -2.3022
C 1.4346 -6.9090 -1.9787
C 0.8385 -3.2064 -2.5036
C -0.9510 1.2556 -2.1655
C -1.0232 1.4613 -3.5213
C -2.2633 -0.1730 1.5851
C -0.6935 0.4349 -4.4081
C -1.2552 -0.0097 2.5545
C -0.2715 -0.7627 -3.8365
C 0.0169 1.8586 -6.3142
C -0.3396 -0.5820 -6.6932
C -0.8221 0.6363 -5.9100
C 1.8418 -5.5483 -2.5520
C 1.1093 -4.4147 -1.8514
C -0.1726 -0.9013 -2.4657
C 2.9168 -0.3725 -0.3139
C 0.1919 -3.4047 0.1287
C -1.0865 1.7548 1.1053
C 2.1938 -1.4724 1.5140
H -2.4216 1.0487 -7.3011
H -0.4255 -0.3759 -7.7595
H 4.7897 -0.2594 -1.1080
H -0.0207 -1.6007 -4.4677
H -0.0584 2.0058 -7.3915
H -0.9411 -1.4716 -6.4928
H 2.0045 -4.6735 -4.5598
H -2.9844 -0.9738 1.5346
H -1.2156 2.0443 -1.4797
H 0.3219 1.5587 2.8134
H 1.7304 -7.0315 -0.9365
H 0.3603 -7.0832 -2.0635
H 3.6679 -4.3456 -2.6866
H 0.8502 -5.4126 0.0514
H -0.7691 2.6738 0.6374
H -0.0574 -3.4385 1.1795
H 2.0076 -6.4213 -4.5128
H 0.4931 -5.5612 -4.2756
H -2.9283 0.0466 -5.9403
H -1.3591 2.4264 -3.8729
H -2.6775 1.7857 -5.7244
H 1.0712 1.7212 -6.0673
H 1.9402 -7.6959 -2.5375
H -0.3315 2.7758 -5.8385
H 1.0849 -3.0911 -3.5474
H 3.5837 0.7354 -1.8665
H 3.5851 -5.3619 -1.2390
H -1.0361 -0.6954 3.3568
H -2.7897 1.0541 -0.1784
H 0.7091 -0.8152 -6.4934
H 3.9171 -6.0890 -2.8121
*
```

***

5.
Entry from OMol25: C27H32AlN5O3Te as an isolated structure (ωB97M-V with the def2-TZVPD basis set).

Gap between HOMO and LUMO (alpha / beta)   7.324 / 6.893 eV
HOMO energy (alpha / beta)   -11.0 / -11.3 eV
ΔE to the lowest compared entry with this formula, charge and spin   18.45 kcal/mol
E   -2057.8898 hartree
Max |F|   0.60 eV/A

```
! RIJCOSX wB97M-V def2-TZVPD def2/J DEFGRID3
* xyz 1 2
Te 0.5209 -0.4123 0.1040
Al -1.2499 -0.4390 -2.2024
O 1.8830 -0.9777 -1.5402
O -4.8422 0.5634 -1.2228
O -2.6781 -0.0561 -1.2220
N 0.2863 -0.2735 -3.0928
N -3.6655 0.5571 -3.1660
N -4.6392 -5.3909 -0.2698
N -2.3513 0.5249 -3.6633
N -1.7302 -2.3518 -2.5173
C 3.3517 2.8972 0.3425
C -0.8520 2.5502 -0.3394
C 2.3928 -1.6258 2.6184
C -0.3267 -0.1491 6.5249
C -2.4040 -4.9963 -2.9643
C -2.2553 0.4907 1.9796
C 0.6196 2.6239 -0.0374
C -1.1722 -3.0371 -3.5306
C 0.1254 -0.4591 2.2780
C 3.1595 5.4048 0.4586
C 1.1352 -0.9636 3.1097
C -3.8939 -4.9070 -0.9959
C 1.4561 -0.6733 -2.7593
C -1.0623 0.0608 2.7850
C 1.4429 1.4903 0.0636
C -2.9621 -4.2925 -1.9016
C 3.8162 0.4802 0.2205
C 2.5673 4.0340 0.2988
C -3.8009 0.3751 -1.7826
C -1.4994 -4.3521 -3.7902
C -2.6104 -2.9648 -1.7145
C -0.1821 -0.2700 5.0349
C -1.1736 0.1618 4.1748
C 1.1998 3.8750 0.0876
C 2.5455 -0.8809 -3.7832
C 0.9539 -0.8544 4.4802
C 2.8222 1.6096 0.2243
H -0.4395 -2.4927 -4.1128
H 2.7786 -2.2930 3.3874
H -2.3022 0.0166 -4.5414
H -2.4731 1.5499 2.1319
H 4.4235 2.9989 0.4746
H 2.2272 -2.2211 1.7192
H 3.5191 -0.5985 -3.3882
H -0.9991 2.1196 -1.3368
H 4.2434 5.3608 0.5472
H -2.0871 0.5814 4.5834
H -2.6756 -6.0302 -3.1294
H 2.5928 -1.9435 -4.0327
H -3.1342 -0.0609 2.3165
H -1.4237 1.9602 0.3772
H 2.7660 5.8917 1.3522
H 3.1737 -0.8975 2.4035
H -1.2830 3.5499 -0.3673
H -1.0404 -4.8648 -4.6227
H 2.3179 -0.3167 -4.6838
H -2.1580 0.3160 0.9139
H 3.3733 -0.5099 0.2430
H 0.4905 0.4377 6.9463
H 4.4066 0.5339 -0.6960
H 4.5060 0.5806 1.0594
H 2.9119 6.0389 -0.3936
H -4.3520 1.1259 -3.6361
H 1.7242 -1.2429 5.1378
H -0.2995 -1.1317 6.9981
H -3.0439 -2.3731 -0.9195
H 0.5685 4.7534 0.0120
H -1.2647 0.3320 6.7956
H -1.9744 1.4574 -3.8290
*
```

***

6.
Entry from OMol25: C27H32AsCl2N6O7Rb as an isolated structure (ωB97M-V with the def2-TZVPD basis set).

Gap between HOMO and LUMO   6.177 eV
HOMO energy   -2.6 eV
ΔE to the lowest compared entry with this formula, charge and spin   17.21 kcal/mol
E   -5083.6407 hartree
Max |F|   0.47 eV/A

```
! RIJCOSX wB97M-V def2-TZVPD def2/J DEFGRID3
* xyz -2 1
Rb 0.4856 1.3993 0.1887
As 1.1670 -1.3743 2.2147
Cl -1.7173 6.4231 -5.6101
Cl 3.0226 5.2009 -3.3854
O 1.2448 2.0539 2.7334
O 1.4126 3.3547 -1.6690
O -4.0912 -2.2864 -0.8926
O 0.7086 3.2763 4.5513
O -1.2869 1.2810 2.4171
O -2.3465 -1.3301 1.7900
O -3.4145 -0.0650 0.2658
N 2.4906 -1.7550 -1.0501
N 2.0963 -0.5472 -1.4873
N -4.6348 -5.5165 -2.0655
N -5.2091 -2.1224 -1.4504
N -8.0530 -2.9221 -3.1508
N -1.2845 2.9563 -1.7935
C 0.6363 -3.2817 1.9763
C 3.7149 -3.8189 -1.6985
C -2.6491 1.0006 2.2428
C 3.7012 -0.1984 2.8919
C 1.2941 4.9463 -3.4145
C -1.4795 4.5840 -3.5758
C -0.7139 3.8570 -2.6255
C 0.3835 -1.0256 3.9797
C 3.2676 -1.6297 -3.0713
C 0.7477 4.0135 -2.4988
C -5.7515 -3.1924 -2.0288
C 3.1962 -2.4465 -1.9657
C -2.8682 4.3289 -3.6224
C 2.3032 0.7625 -3.5502
C -2.5762 2.7372 -1.8698
C 2.5606 -0.4538 -2.7232
C -1.0591 2.3958 3.2734
C -3.4164 3.4065 -2.7772
C 3.0692 -1.5775 2.7177
C 1.6009 -4.3604 2.4556
C 0.5422 5.6655 -4.3382
C 0.6553 -2.0466 5.0732
C -5.1246 -4.4737 -2.0483
C -0.8142 5.4996 -4.4234
C -2.7783 -0.2688 1.4024
C -7.0216 -3.0255 -2.6451
C 0.4572 2.5934 3.5463
H 3.7613 -1.8475 -4.0042
H -2.9908 1.9929 -1.1958
H 1.8287 -4.2561 3.5173
H -3.1802 1.8374 1.7771
H 1.1860 -5.3603 2.3003
H -4.4734 3.1753 -2.7960
H 4.3591 -4.1401 -2.5149
H 0.7394 -0.0308 4.2525
H 0.2922 -3.0384 4.7959
H -1.4548 3.3104 2.8109
H 4.7471 -0.2761 3.2006
H 4.2965 -3.8514 -0.7749
H -3.4775 4.8646 -4.3383
H 3.1715 -2.1822 3.6212
H 3.5726 -2.1273 1.9157
H 0.1507 -1.7648 6.0014
H 1.7209 -2.1283 5.2989
H 2.8991 -4.5388 -1.6071
H 2.2144 -2.0432 -0.1257
H -0.6836 -0.9358 3.7750
H 3.0398 0.8490 -4.3492
H -0.3324 -3.3688 2.4730
H -3.1268 0.7563 3.2035
H 1.3135 0.7120 -4.0099
H -1.5786 2.2412 4.2250
H 3.1642 0.4054 3.6245
H 2.3309 1.6634 -2.9358
H 0.4209 -3.4139 0.9131
H 1.0466 6.3604 -4.9967
H 2.5522 -4.3176 1.9192
H 3.6626 0.3692 1.9610
H -3.6400 -0.9341 -0.2265
*
```

***

7.
Entry from OMol25: C27H32ClLaN3O6 as an isolated structure (ωB97M-V with the def2-TZVPD basis set).

Gap between HOMO and LUMO (alpha / beta)   2.397 / 2.398 eV
HOMO energy (alpha / beta)   -0.9 / -0.9 eV
ΔE to the lowest compared entry with this formula, charge and spin   0.00 kcal/mol
E   -2155.5744 hartree
Max |F|   6.42 eV/A

```
! RIJCOSX wB97M-V def2-TZVPD def2/J DEFGRID3
* xyz -1 1
La 0.8028 1.3425 -0.4474
Cl 1.7171 3.2132 1.1778
O 0.8055 -0.4414 1.4823
O 2.8198 0.4733 1.1537
O 4.8018 -0.7038 7.5336
O 2.0814 -1.4632 -3.9002
O 2.8010 -1.4222 8.0879
O -3.6283 2.4837 0.6273
N 3.6511 -1.0949 7.2295
N 1.3588 -0.7315 -1.9022
N -1.5606 1.6006 0.6189
C -0.6046 1.7172 -2.4624
C 2.4481 -0.6755 3.2383
C 3.2938 -1.1410 5.8488
C -1.4112 1.3528 3.0742
C -2.3759 -0.4884 1.6557
C -0.2068 1.0453 -3.5999
C 1.4184 -2.2162 -1.7647
C 1.6022 -0.4695 -3.1787
C -2.9097 1.6408 -3.1275
C 4.2195 -0.6877 4.8852
C -4.3462 1.9886 -2.8996
C 0.0160 -2.7942 -1.8705
C -2.5404 0.7873 -4.1661
C -2.2130 3.1635 -1.2080
C 1.9734 -1.4763 5.4751
C 1.9606 -0.2587 1.9419
C 2.2319 -2.6140 -2.9913
C 1.5474 -1.2363 4.1746
C -3.5878 1.6777 1.8469
C 3.7901 -0.4327 3.5940
C -0.8387 -0.3839 -5.5930
C -2.2175 1.0114 1.8318
C -1.2034 0.5008 -4.4429
C 1.2612 0.8109 -3.8640
C -1.8968 2.1734 -2.2993
C -2.4409 2.3975 0.0512
C 2.0958 -2.6424 -0.4778
H -0.6040 -2.4673 -1.0275
H -0.4685 -2.4840 -2.8092
H 1.8696 -3.4935 -3.5371
H 1.4847 -2.3957 0.3939
H -1.3615 3.8406 -1.0167
H -0.1396 0.1107 -6.2795
H 1.8916 1.6023 -3.4204
H -1.9773 1.0640 3.9691
H 0.0817 -3.8909 -1.8595
H 3.3043 -2.7151 -2.7729
H -1.3941 -0.9740 1.6508
H -3.7313 2.3623 2.6917
H 3.0744 -2.1577 -0.3900
H 2.6068 1.4445 1.3622
H -3.1023 3.7676 -1.4187
H -0.4576 0.8155 3.0674
H -3.3201 0.3647 -4.8041
H -2.9750 -0.8879 2.4857
H -0.3643 -1.3197 -5.2610
H -4.9814 1.4154 -3.5810
H -4.5355 3.0555 -3.0811
H -4.6620 1.7660 -1.8712
H 1.5107 0.7334 -4.9293
H -1.2117 2.4308 3.1071
H -1.7356 -0.6554 -6.1609
H 2.2414 -3.7324 -0.5037
H 0.5217 -1.4629 3.8823
H -2.8944 -0.6954 0.7089
H 1.3042 -1.8853 6.2282
H 5.2478 -0.5054 5.1834
H 4.4938 -0.0379 2.8644
H -4.4325 0.9808 1.7954
*
```